1.
ORCA calculation (wB97M-V/def2-TZVPD) on C24H43B3N10O7P2S as an isolated structure in a non-equilibrium geometry.

Output
Largest force on an atom in eV Å⁻¹: 2.83
Kohn-Sham gap in eV: 8.4644

Geometry (Å):
C -1.691 0.854 1.731
C -1.934 1.180 0.247
O -2.476 2.499 0.143
C -1.817 3.332 -0.778
C -0.712 4.180 -0.123
B 0.579 3.340 0.149
O 1.126 2.573 -0.880
B 2.144 1.779 -0.407
S 2.194 -0.047 -0.615
O 3.098 2.423 0.366
B 2.454 2.836 1.523
P 3.439 2.579 3.175
P 1.954 1.855 4.572
O 0.608 1.882 3.969
O 2.001 2.770 5.890
O 2.288 0.368 4.991
O 1.171 3.320 1.418
H -2.109 1.662 2.330
H -0.638 0.751 1.977
H -2.240 -0.045 2.014
H -2.575 0.437 -0.218
H -0.964 1.097 -0.259
H -1.438 2.778 -1.643
H -2.574 4.011 -1.183
H -0.458 5.003 -0.798
H -1.103 4.561 0.821
H 2.285 -0.155 -1.948
H 3.815 3.854 3.663
H 2.061 3.683 5.577
H 1.772 -0.266 4.461
C -1.738 -1.204 -2.987
C -2.446 -1.522 -1.754
N -2.998 -1.763 -0.776
H -1.310 -0.207 -2.919
H -0.944 -1.931 -3.154
H -2.435 -1.232 -3.822
C -6.252 0.358 -2.658
C -4.851 0.733 -2.771
N -3.747 1.032 -2.866
H -6.339 -0.715 -2.489
H -6.706 0.889 -1.821
H -6.780 0.622 -3.573
C 4.853 -2.033 -4.037
C 3.429 -2.052 -4.355
N 2.308 -2.068 -4.599
H 5.164 -1.018 -3.798
H 5.048 -2.679 -3.182
H 5.427 -2.388 -4.892
C -5.918 3.905 -4.359
C -7.274 3.375 -4.260
N -8.335 2.945 -4.174
H -5.743 4.281 -5.365
H -5.788 4.717 -3.646
H -5.194 3.122 -4.138
C -0.265 -2.697 5.814
C 0.039 -2.334 4.436
N 0.271 -2.057 3.345
H 0.655 -2.764 6.391
H -0.910 -1.941 6.259
H -0.772 -3.659 5.837
C 4.717 -2.390 1.763
C 4.508 -1.042 2.272
N 4.363 0.031 2.657
H 4.912 -2.358 0.694
H 5.567 -2.847 2.266
H 3.828 -2.993 1.942
C 2.750 1.583 8.943
C 2.113 1.197 10.197
N 1.612 0.890 11.182
H 3.287 2.521 9.074
H 3.453 0.811 8.634
H 2.001 1.711 8.165
C 3.232 -1.919 -8.076
C 4.646 -1.597 -8.225
N 5.762 -1.352 -8.327
H 3.106 -2.997 -7.990
H 2.842 -1.448 -7.177
H 2.673 -1.564 -8.940
C -9.931 -0.968 -3.124
C -8.966 -2.062 -3.080
N -8.196 -2.911 -3.046
H -10.883 -1.299 -2.714
H -9.565 -0.125 -2.539
H -10.078 -0.645 -4.152
C 7.147 -5.634 2.044
C 6.485 -5.257 0.801
N 5.963 -4.955 -0.175
H 7.841 -6.452 1.860
H 7.699 -4.785 2.443
H 6.406 -5.954 2.775

***

2.
ORCA calculation (wB97M-V/def2-TZVPD) on C43H100F3N3O12Y as an isolated structure in a non-equilibrium geometry.

Output
Largest force on an atom in eV Å⁻¹: 5.21
Kohn-Sham gap in eV: 1.1511
Net charge: +1

Geometry (Å):
Y -5.785 -31.969 12.450
O -6.836 -28.509 13.065
H -7.469 -27.896 12.642
C -7.904 -30.164 6.748
O -7.958 -28.742 6.505
O -7.461 -30.228 8.129
C -9.020 -31.075 6.165
F -8.840 -31.368 4.874
F -8.939 -32.249 6.788
F -10.230 -30.616 6.318
C -8.948 -28.209 5.634
C -8.901 -26.702 5.832
H -9.398 -26.493 6.779
H -7.862 -26.373 5.803
H -9.544 -26.086 5.203
H -10.020 -28.405 5.648
H -8.547 -28.439 4.647
H -7.011 -30.321 6.143
O -6.353 -26.375 9.983
H -6.360 -27.013 10.697
H -6.462 -26.900 9.190
O -5.238 -35.078 10.193
H -5.663 -35.931 10.100
H -4.462 -35.134 9.635
C -14.923 -25.821 3.311
C -15.817 -26.241 2.136
C -15.065 -26.230 0.804
C -14.248 -27.529 0.467
C -15.190 -28.702 0.581
C -15.990 -28.830 1.936
N -16.536 -27.502 2.335
O -17.301 -27.651 3.465
C -17.194 -29.829 1.755
C -15.037 -29.456 2.973
C -16.948 -25.177 2.029
H -14.134 -25.108 3.075
H -14.458 -26.702 3.754
H -15.421 -25.232 4.081
H -15.703 -25.864 0.000
H -14.389 -25.375 0.824
H -13.378 -27.548 1.123
H -13.937 -27.615 -0.574
H -14.656 -29.646 0.470
H -15.778 -28.868 -0.321
H -17.611 -29.969 2.752
H -17.891 -29.470 0.998
H -16.841 -30.778 1.350
H -14.667 -28.686 3.649
H -15.541 -30.195 3.596
H -14.071 -29.862 2.671
H -16.617 -24.201 1.675
H -17.413 -24.982 2.996
H -17.660 -25.506 1.273
H -18.129 -27.413 3.042
C -6.446 -30.126 -1.555
C -4.950 -30.452 -1.246
C -4.782 -31.327 0.002
C -5.029 -32.792 -0.172
C -4.145 -33.342 -1.287
C -4.408 -32.641 -2.662
N -4.289 -31.150 -2.363
O -4.291 -30.425 -3.530
C -3.319 -33.152 -3.578
C -5.768 -33.047 -3.269
C -4.248 -29.072 -0.969
H -6.556 -29.376 -2.338
H -7.046 -29.875 -0.680
H -6.888 -31.074 -1.859
H -3.798 -31.224 0.460
H -5.431 -30.918 0.777
H -6.087 -32.911 -0.404
H -4.782 -33.329 0.744
H -4.498 -34.371 -1.355
H -3.108 -33.290 -0.955
H -3.157 -34.219 -3.733
H -3.440 -32.687 -4.557
H -2.364 -32.758 -3.233
H -6.024 -32.323 -4.042
H -5.628 -33.989 -3.798
H -6.596 -33.225 -2.583
H -4.448 -28.325 -1.737
H -3.162 -29.163 -0.956
H -4.552 -28.512 -0.084
H -3.469 -29.929 -3.519
C -15.491 -27.773 9.697
C -15.337 -26.716 10.825
C -15.773 -25.424 10.154
C -17.250 -25.360 9.771
C -17.943 -25.529 11.136
C -17.648 -26.771 11.953
N -16.154 -27.043 12.022
O -15.872 -28.324 12.498
C -18.175 -26.499 13.443
C -18.574 -27.898 11.447
C -13.823 -26.574 11.262
H -14.873 -27.551 8.827
H -16.530 -28.018 9.476
H -15.041 -28.716 10.006
H -15.441 -24.528 10.678
H -15.273 -25.332 9.190
H -17.635 -26.055 9.025
H -17.490 -24.402 9.309
H -19.016 -25.571 10.953
H -17.700 -24.635 11.711
H -17.984 -27.316 14.139
H -17.661 -25.624 13.842
H -19.258 -26.378 13.435
H -18.683 -28.026 10.370
H -18.219 -28.856 11.826
H -19.618 -27.835 11.755
H -13.202 -26.068 10.522
H -13.408 -27.531 11.577
H -13.856 -25.910 12.126
H -16.284 -29.005 11.961
C -0.533 -35.880 5.582
C -0.666 -34.676 6.488
C -1.674 -33.629 6.060
O -0.995 -35.104 7.799
H 0.360 -36.473 5.779
H -0.400 -35.622 4.531
H -1.425 -36.502 5.524
H 0.328 -34.262 6.652
H -1.291 -33.100 5.188
H -1.790 -32.819 6.780
H -2.667 -34.050 5.899
H -1.030 -34.277 8.284
C -2.003 -26.668 5.567
C -1.610 -25.994 6.918
C -0.085 -25.949 7.192
O -2.167 -24.674 6.977
H -1.645 -26.048 4.744
H -3.083 -26.571 5.460
H -1.645 -27.694 5.476
H -2.084 -26.461 7.782
H 0.466 -25.655 6.299
H 0.268 -26.924 7.528
H 0.097 -25.154 7.916
H -3.002 -24.777 7.439
C -5.496 -20.942 2.398
C -6.618 -19.850 2.378
C -7.827 -20.149 3.269
O -6.150 -18.554 2.677
H -4.919 -20.956 3.323
H -4.771 -20.594 1.663
H -5.841 -21.954 2.184
H -6.941 -19.755 1.342
H -7.555 -20.065 4.321
H -8.171 -21.155 3.027
H -8.671 -19.516 2.994
H -6.561 -18.145 3.442
C -6.166 -20.672 11.938
C -7.532 -21.084 11.322
C -7.686 -20.870 9.811
O -7.750 -22.405 11.655
H -6.073 -20.888 13.003
H -5.946 -19.609 11.843
H -5.354 -21.197 11.435
H -8.334 -20.653 11.921
H -6.994 -21.540 9.301
H -7.514 -19.843 9.488
H -8.702 -21.197 9.592
H -7.380 -22.989 10.989

***

3.
ORCA calculation (wB97M-V/def2-TZVPD) on the molecule C4H8N2 in a non-equilibrium geometry.

Output
Largest force on an atom in eV Å⁻¹: 1.52
Kohn-Sham gap in eV: 11.4239

Geometry (Å):
C 0.797 -1.391 0.855
C 0.520 0.100 0.696
C -0.606 0.398 -0.266
N -0.966 1.729 -0.378
C -0.751 -0.640 -2.155
N 0.242 -0.096 -1.778
H 1.031 -1.849 -0.110
H -0.070 -1.911 1.280
H 1.644 -1.545 1.529
H 0.241 0.542 1.659
H 1.408 0.621 0.327
H -1.493 -0.215 -0.062
H -0.194 2.324 -0.651
H -1.777 1.895 -0.962

***

- The lowest Kohn-Sham gap belongs to which entry?
  C43H100F3N3O12Y